Record 1
Entry from the OMol25 dataset: C37H40O2P2Zr as an isolated structure at a distorted geometry (ωB97M-V/def2-TZVPD).

Relative energy (zero: lowest compared OMol25 entry of this formula, charge and spin) (eV): 0.000
Total charge: +2
HOMO energy (eV): -13.040

Positions of all 82 atoms, in Å:
Zr: 0.05 0.63 3.01
C: 2.09 -1.08 -4.46
C: 1.40 0.06 -4.36
C: 0.06 0.36 -4.97
C: -0.83 -0.85 -5.31
C: -1.14 -1.76 -4.15
C: -0.42 -2.80 -3.73
C: 0.86 -3.33 -4.31
C: 1.69 -2.35 -5.16
C: -1.17 -0.17 4.70
H: 3.11 -1.11 -4.05
H: 1.87 0.92 -3.87
H: 0.20 0.94 -5.91
H: -0.49 1.03 -4.29
H: -1.79 -0.45 -5.67
H: -0.40 -1.39 -6.16
H: -2.11 -1.56 -3.69
H: -0.83 -3.44 -2.93
H: 0.65 -4.22 -4.93
H: 1.49 -3.70 -3.48
H: 2.62 -2.88 -5.42
H: 1.17 -2.16 -6.10
H: -0.46 -0.74 5.34
H: -1.97 -0.87 4.40
H: -1.61 0.59 5.35
P: 1.00 1.50 0.72
P: -1.36 -0.68 1.39
C: 0.02 0.69 -0.57
C: -0.99 -0.16 -0.30
C: 0.98 3.29 0.33
C: 0.79 3.78 -0.97
C: 0.71 5.16 -1.19
C: 0.78 6.05 -0.11
C: 0.95 5.55 1.19
C: 1.09 4.18 1.40
C: 2.74 0.95 0.44
C: 3.10 -0.35 0.82
C: 4.44 -0.74 0.77
C: 5.42 0.14 0.30
C: 5.06 1.44 -0.10
C: 3.73 1.84 -0.03
C: -3.18 -0.63 1.50
C: -3.78 0.61 1.67
C: -5.16 0.69 1.87
C: -5.93 -0.47 1.87
C: -5.32 -1.72 1.68
C: -3.94 -1.80 1.50
C: -0.92 -2.47 1.42
C: -0.57 -3.06 2.64
C: -0.22 -4.40 2.68
C: -0.22 -5.16 1.51
C: -0.57 -4.57 0.28
C: -0.91 -3.22 0.24
H: 0.34 0.92 -1.60
H: -1.65 -0.59 -1.08
H: 0.70 3.09 -1.80
H: 0.60 5.55 -2.20
H: 0.71 7.12 -0.27
H: 0.98 6.24 2.04
H: 1.29 3.80 2.40
H: 2.34 -1.05 1.16
H: 4.72 -1.74 1.11
H: 6.46 -0.17 0.26
H: 5.82 2.13 -0.46
H: 3.44 2.85 -0.32
H: -3.16 1.51 1.68
H: -5.63 1.67 2.02
H: -7.01 -0.41 2.02
H: -5.92 -2.64 1.67
H: -3.44 -2.76 1.36
H: -0.59 -2.47 3.56
H: 0.04 -4.86 3.64
H: 0.04 -6.22 1.54
H: -0.59 -5.16 -0.63
H: -1.16 -2.73 -0.71
C: 0.62 2.82 5.23
O: -0.60 3.30 4.41
C: -1.00 2.58 3.36
O: -1.84 2.93 2.54
H: 0.23 2.56 6.22
H: 1.30 3.68 5.26
H: 1.16 1.94 4.77

***

Record 2
Entry from the OMol25 dataset: a 13-piece molecular cluster, C5H38NO12 overall at a distorted geometry (ωB97M-V/def2-TZVPD).

Relative energy (zero: lowest compared OMol25 entry of this formula, charge and spin) (eV): 3.132
Total charge: +1
HOMO energy (eV): -13.347

Positions of all 56 atoms, in Å:
C: 0.01 2.23 -0.64
C: 0.51 0.82 -0.18
C: 2.00 0.87 -0.25
C: 2.68 0.13 0.97
C: 2.79 0.95 2.25
N: -0.21 -0.41 -0.84
H: 0.32 2.96 0.17
H: 0.29 2.67 -1.62
H: -1.04 2.46 -0.89
H: 0.22 0.62 0.85
H: 2.29 2.00 -0.31
H: 2.56 0.54 -1.19
H: 3.49 -0.27 0.49
H: 1.87 -0.70 1.27
H: 3.83 0.66 2.61
H: 2.10 0.54 2.93
H: 2.70 2.00 2.24
H: -0.01 -1.20 -0.26
H: -1.22 -0.32 -0.56
H: -0.19 -0.58 -1.84
H: -2.49 -1.83 3.17
H: -2.60 -0.23 3.45
O: -2.98 -1.05 2.92
H: -0.09 1.47 -4.15
H: 1.20 0.61 -4.31
O: 0.21 0.54 -4.28
H: -2.36 1.91 3.58
H: -1.75 1.34 4.81
O: -1.84 1.13 3.86
H: -2.71 2.89 1.47
H: -2.71 4.25 2.34
O: -2.36 3.31 2.29
H: -1.71 3.46 -2.74
H: -2.91 2.43 -2.92
O: -1.99 2.51 -3.06
H: -0.35 -4.63 0.07
H: -0.17 -3.74 1.39
O: 0.11 -3.87 0.39
H: 2.69 -2.72 -0.62
H: 4.13 -2.94 0.03
O: 3.62 -2.86 -0.78
H: 3.46 -0.01 -3.29
H: 2.06 0.01 -2.47
O: 2.54 0.53 -3.21
H: 0.42 -2.23 3.27
H: -0.40 -0.95 2.89
O: -0.23 -1.80 2.69
H: -3.14 0.05 1.46
H: -4.34 0.25 0.45
O: -3.51 0.60 0.76
H: -1.05 -3.45 -1.16
H: -2.40 -2.53 -1.33
O: -1.47 -2.63 -1.55
H: 0.00 -2.73 -3.63
H: 0.05 -1.16 -3.78
O: 0.08 -1.92 -3.20

***

Record 3
Entry from the OMol25 dataset: a 7-piece molecular cluster, C21H30ClF6O24P4 overall at a distorted geometry (ωB97M-V/def2-TZVPD).

Total charge: +1
HOMO energy (eV): -12.629

Positions of all 86 atoms, in Å:
C: -0.87 -4.28 2.72
C: -1.31 -2.83 2.06
Cl: -3.20 -2.88 1.99
C: -0.82 -2.65 0.51
P: 0.83 -1.71 0.28
P: 1.30 -0.26 1.83
P: 3.08 -0.96 2.96
O: 4.44 -0.41 2.35
O: 3.15 -2.70 3.06
O: 2.96 -0.24 4.58
P: 0.59 -0.55 -1.60
O: 0.68 -1.45 -2.90
O: -0.96 0.30 -1.50
O: 1.81 0.71 -1.57
H: -1.36 -4.31 3.80
H: 0.31 -4.38 2.86
H: -1.28 -5.22 2.12
H: -1.05 -1.91 2.76
H: -0.70 -3.71 -0.02
H: -1.66 -2.07 -0.08
H: 1.90 -2.66 0.02
H: 0.20 -0.13 2.81
H: 3.22 -3.02 2.10
H: 2.64 0.71 4.48
H: -1.38 0.12 -0.61
H: 2.71 0.28 -1.42
C: 0.05 -3.83 -4.37
C: -0.13 -5.19 -3.78
O: -1.32 -5.65 -4.38
C: -1.37 -5.04 -5.59
O: -2.09 -5.39 -6.51
O: -0.50 -3.98 -5.66
F: -0.34 -5.11 -2.44
H: -0.51 -3.06 -3.83
H: 1.10 -3.53 -4.41
H: 0.69 -5.88 -3.99
C: 0.45 1.21 8.05
C: 0.73 -0.25 7.99
O: -0.31 -0.75 7.17
C: -0.63 0.28 6.34
O: -1.29 0.16 5.32
O: -0.12 1.47 6.78
F: 0.62 -0.81 9.21
H: -0.27 1.47 8.83
H: 1.36 1.80 8.20
H: 1.70 -0.51 7.55
C: -6.62 0.38 4.29
C: -7.12 -0.95 3.83
O: -6.87 -0.93 2.44
C: -5.78 -0.13 2.29
O: -5.10 -0.09 1.28
O: -5.54 0.62 3.41
F: -8.46 -1.05 4.02
H: -7.36 1.17 4.18
H: -6.28 0.35 5.33
H: -6.62 -1.81 4.29
C: 1.79 -0.10 -5.72
C: 2.82 0.98 -5.73
O: 3.82 0.48 -6.60
C: 3.15 -0.33 -7.47
O: 3.62 -0.72 -8.53
O: 1.90 -0.63 -7.03
F: 3.37 1.14 -4.51
H: 2.01 -0.88 -4.99
H: 0.79 0.29 -5.53
H: 2.46 1.94 -6.11
C: 5.12 5.61 -3.23
C: 4.94 4.26 -2.64
O: 3.75 3.79 -3.24
C: 3.71 4.41 -4.46
O: 2.98 4.06 -5.37
O: 4.58 5.46 -4.52
F: 4.74 4.33 -1.30
H: 4.56 6.39 -2.69
H: 6.17 5.91 -3.28
H: 5.76 3.56 -2.85
C: -2.79 4.22 -0.83
C: -1.32 4.40 -1.02
O: -0.81 4.39 0.29
C: -1.67 3.61 1.00
O: -1.43 3.13 2.10
O: -2.85 3.41 0.33
F: -1.05 5.61 -1.57
H: -3.31 5.17 -0.63
H: -3.26 3.73 -1.68
H: -0.84 3.61 -1.61

***

Record 4
Entry from the OMol25 dataset: C31H42N8O8Pt as an isolated structure (ωB97M-V/def2-TZVPD).

Relative energy (zero: lowest compared OMol25 entry of this formula, charge and spin) (eV): 0.000
Total charge: 0
HOMO energy (eV): -7.457

Positions of all 90 atoms, in Å:
Pt: 1.21 0.48 -1.01
N: 0.95 -1.08 -2.33
C: 2.18 -1.90 -2.46
C: 2.40 -2.49 -3.85
C: 2.36 -1.59 -5.09
C: 3.56 -0.66 -5.33
N: 3.64 0.53 -4.48
C: 2.70 1.48 -4.47
N: 2.69 2.38 -3.49
N: 1.81 1.56 -5.45
C: 3.40 -1.09 -1.98
O: 4.52 -1.43 -2.30
O: 3.13 -0.05 -1.26
H: 0.13 -1.64 -2.10
H: 0.69 -0.62 -3.20
H: 2.10 -2.73 -1.75
H: 1.65 -3.27 -4.00
H: 3.38 -2.98 -3.81
H: 1.43 -1.02 -5.14
H: 2.32 -2.26 -5.96
H: 3.58 -0.33 -6.37
H: 4.48 -1.21 -5.16
H: 4.29 0.50 -3.71
H: 3.11 2.15 -2.60
H: 1.90 3.02 -3.44
H: 1.85 0.89 -6.20
H: 0.88 1.93 -5.22
O: -1.62 1.05 -5.31
N: -1.13 1.01 -4.19
O: -0.37 1.96 -3.79
O: -1.32 0.05 -3.42
C: -6.87 -1.39 0.82
C: -5.67 -1.39 1.75
N: -4.72 -0.33 1.43
C: -4.61 0.79 2.37
C: -5.85 1.67 2.39
C: -3.86 -0.57 0.41
O: -3.83 -1.64 -0.18
C: -2.92 0.53 -0.02
C: -3.32 1.82 -0.33
C: -2.39 2.71 -0.82
C: -1.09 2.30 -0.99
N: -0.70 1.05 -0.70
C: -1.61 0.18 -0.25
H: -7.57 -2.18 1.09
H: -6.55 -1.57 -0.21
H: -7.41 -0.44 0.85
H: -5.16 -2.34 1.69
H: -5.99 -1.24 2.79
H: -3.73 1.37 2.13
H: -4.43 0.37 3.37
H: -6.08 2.05 1.40
H: -5.69 2.52 3.06
H: -6.72 1.12 2.75
H: -4.35 2.12 -0.19
H: -2.67 3.73 -1.08
H: -0.32 2.97 -1.35
H: -1.26 -0.82 -0.05
C: 4.57 -3.52 3.37
C: 3.69 -2.38 3.81
C: 3.62 -2.05 5.16
C: 2.84 -0.99 5.59
C: 2.13 -0.23 4.67
C: 2.19 -0.56 3.32
N: 1.52 0.22 2.34
C: 0.40 1.01 2.58
C: -0.59 0.56 3.47
C: -1.70 1.33 3.74
C: -1.88 2.56 3.12
C: -0.93 2.99 2.21
C: 0.20 2.23 1.92
C: 1.14 2.79 0.88
O: 1.16 3.98 0.63
O: 1.89 1.92 0.23
C: 2.95 -1.65 2.88
C: 2.97 -2.00 1.42
H: 5.17 -3.89 4.20
H: 5.25 -3.22 2.57
H: 3.98 -4.36 2.99
H: 4.20 -2.62 5.88
H: 2.80 -0.73 6.64
H: 1.55 0.62 5.00
H: 2.08 0.53 1.56
H: -0.46 -0.40 3.95
H: -2.44 0.96 4.44
H: -2.74 3.18 3.34
H: -1.03 3.94 1.70
H: 2.01 -1.77 0.96
H: 3.19 -3.05 1.27
H: 3.73 -1.42 0.88

***

Let's list gap between HOMO and LUMO in order: 5.01; 10.83; 7.29; 7.65 eV.
Let's list E_tot in order: -62951.4222; -31853.7401; -137378.1119; -64377.2730 eV.